1.
36
Properties=species:S:1:pos:R:3:forces:R:3:nbo_charge:R:1 method="wB97M-V/def2-TZVPD" lumo_energy_ev=-8.8 orbital_gap_ev=6.712 e_above_lowest_kcal_mol=0.0 e_homo_ev=-15.51 total_charge=+2
Au 0.6329 -0.8199 0.9365 0.52 -0.63 -0.17 0.73
Br 4.8587 -0.0065 -4.1979 -0.03 -0.02 0.00 0.23
Ge 0.6594 0.1881 3.2769 -0.43 0.30 0.56 1.41
N 1.7882 -0.6487 -0.8004 -0.32 0.42 0.07 -0.57
C 0.0490 -1.6227 2.8970 0.13 0.08 -0.58 -0.69
C 2.8674 -1.4479 -0.9113 0.01 -0.05 -0.03 0.06
C 0.9140 -2.7599 2.9067 -0.03 0.00 0.37 -0.07
C 2.1151 1.1860 5.4161 -0.01 0.11 -0.01 -0.22
C -1.8698 -3.0832 3.1511 -0.02 0.04 -0.04 -0.22
C 2.4818 0.5283 -2.7557 0.00 -0.03 0.00 -0.26
C 4.4400 1.7847 5.4420 0.00 0.01 0.00 -0.13
C 2.2436 0.8499 4.0644 0.09 -0.21 -0.15 -0.43
C 3.4611 0.9910 3.3969 0.01 -0.12 0.01 -0.22
C -1.0039 -4.1737 3.1699 0.02 -0.02 0.02 -0.04
C 4.5566 1.4708 4.0925 0.00 0.02 -0.01 -0.19
C 0.3815 -4.0183 3.0484 -0.01 0.00 -0.02 -0.24
C 3.2281 1.6407 6.1041 0.00 0.01 0.00 -0.18
C 3.6111 -0.2792 -2.8483 0.00 0.00 -0.01 -0.02
C 1.5989 0.3157 -1.7228 -0.04 -0.02 -0.04 0.07
C -1.3585 -1.8142 2.9871 -0.01 0.02 0.01 -0.10
C 3.7927 -1.2980 -1.9162 -0.02 -0.01 -0.02 -0.26
H 2.2900 1.3098 -3.4765 0.01 0.01 0.01 0.27
H -1.4136 -5.1699 3.2817 0.00 0.00 0.02 0.26
H 0.7057 0.9165 -1.6275 0.03 0.03 0.03 0.23
H -2.9358 -3.2326 3.2518 0.00 0.00 -0.02 0.26
H 3.1438 1.8984 7.1507 0.00 -0.01 0.00 0.25
H 5.3015 2.1559 5.9804 0.00 0.00 0.00 0.25
H 3.5545 0.7471 2.3458 0.01 -0.03 -0.01 0.22
H 4.6398 -1.9658 -1.9742 0.01 0.01 0.01 0.27
H -0.6228 1.0005 3.4518 0.05 0.06 -0.02 -0.11
H 1.0265 -4.8855 3.0786 0.00 0.00 -0.01 0.26
H 2.9710 -2.2391 -0.1813 0.04 0.04 0.04 0.22
H 1.1656 1.1105 5.9353 0.00 -0.01 -0.01 0.23
H 1.9885 -2.6253 2.8633 -0.01 0.01 -0.02 0.23
H 5.5023 1.6040 3.5856 0.00 0.00 0.00 0.24
H -2.0242 -0.9599 2.9485 0.00 0.00 0.01 0.25


2.
60
Properties=species:S:1:pos:R:3:forces:R:3:nbo_charge:R:1 method="wB97M-V/def2-TZVPD" lumo_energy_ev=1.7 orbital_gap_ev=6.932 e_above_lowest_kcal_mol=19.1 e_homo_ev=-5.23 total_charge=-1
Ta -1.6815 -0.6398 -0.8431 -0.99 0.49 -0.46 1.52
Sb -4.5847 0.5125 -2.3680 0.12 -0.30 -0.01 0.99
Cl 0.6994 -3.6783 5.4961 0.12 -0.09 0.16 -0.02
S -3.3204 -1.6691 -2.2870 0.27 0.14 0.49 -0.58
S -3.2128 -0.3186 1.1766 0.59 -0.05 -0.82 -0.25
S -6.6031 -0.1855 -1.7484 -0.01 0.07 0.17 -0.78
S -3.0132 1.2903 -0.1398 -0.35 -0.39 0.34 -0.23
O -0.2255 -0.2222 0.5636 -0.26 0.75 0.06 -0.77
O -1.5603 0.6655 -2.5080 0.29 -0.01 1.14 -0.78
O 0.2757 -0.3199 3.0935 1.34 0.93 -0.86 -0.69
N 0.3869 -0.8725 -1.7011 1.23 -0.33 0.07 -0.38
N 1.1215 7.1397 1.2331 0.22 0.05 0.28 -0.42
N 1.4687 -0.8996 -0.7875 -0.79 0.10 -0.90 -0.40
N 0.3682 4.7706 1.3122 -0.75 0.02 1.29 -0.48
C 1.0612 -3.5979 2.8001 0.66 -0.36 -0.68 -0.23
C -1.2249 0.3022 -3.7039 -0.31 -0.05 -1.40 0.50
C 2.4697 0.3028 3.7105 -0.54 0.18 -0.62 -0.24
C -1.5778 -3.2544 2.2969 -0.40 0.53 -2.59 -0.17
C 1.0251 -0.4481 0.3315 1.38 -0.75 0.14 0.58
C 0.7810 -0.9265 -2.9243 -0.86 0.22 -0.86 0.19
C 0.1536 -3.5849 3.8544 1.56 0.06 -0.73 -0.05
C 4.2803 0.3283 2.1029 0.28 -0.06 -0.88 -0.26
C 3.7702 0.4906 3.4011 2.20 0.31 -0.91 -0.19
C 0.6638 -3.4410 1.4670 -1.87 0.92 -0.41 -0.23
C 3.3948 -0.0156 1.0840 -0.57 0.00 0.57 -0.14
C 0.1140 -0.9399 -5.3603 0.33 0.13 -0.21 -0.14
C -0.7260 -3.1614 1.1795 1.95 -0.10 1.00 0.02
C -1.2093 -2.7462 -0.1758 -0.80 -1.07 0.35 -0.90
C -1.1561 -3.4301 3.5658 -1.14 -0.05 1.50 -0.25
C -0.6123 -0.4102 -6.4228 -0.74 0.15 2.07 -0.27
C -1.6949 0.4535 -6.0793 2.09 -0.90 0.25 -0.16
C -0.1589 -0.6004 -3.9944 0.16 0.23 -0.85 -0.26
C -1.0807 4.5838 1.5138 -0.53 0.26 0.13 -0.40
C 1.5861 0.0040 2.7000 -2.26 -1.97 -0.39 0.35
C 1.0094 3.7413 0.5293 1.11 -0.87 0.45 -0.41
C -1.9795 0.8457 -4.8013 1.38 -1.21 -0.25 -0.30
C 0.8134 6.0283 1.3121 -0.33 -0.48 -0.67 0.44
C 2.0248 -0.2102 1.3768 0.22 1.04 0.96 -0.21
H 0.5750 2.7452 0.7758 -0.11 0.84 -0.35 0.23
H 4.5131 0.8103 4.1032 -0.02 0.02 0.78 0.21
H 0.9131 3.9958 -0.5220 0.11 -0.43 -0.34 0.19
H 1.8546 -1.0843 -3.1511 -0.72 -0.02 0.26 0.21
H -2.7677 1.5370 -4.6912 -0.66 0.64 0.71 0.22
H -1.3067 3.6264 2.0265 0.40 0.37 -0.54 0.22
H -0.5882 -3.1733 -0.9658 0.33 0.06 0.01 0.22
H -1.8819 -3.3946 4.3638 -0.09 -0.10 0.15 0.22
H 0.9551 -1.6212 -5.5706 -0.39 0.37 0.20 0.20
H 1.3371 -3.3927 0.5885 -0.05 -0.19 0.98 0.22
H 2.1142 -3.7552 2.9896 0.08 0.04 0.20 0.22
H -1.4927 5.3686 2.1809 0.41 -0.27 -0.56 0.22
H -1.5970 4.6237 0.5270 0.12 -0.12 0.67 0.19
H -0.2847 -0.3809 2.2730 0.47 0.06 0.75 0.52
H -2.1674 0.8531 -6.9161 -1.30 0.82 -1.04 0.20
H 2.0573 0.4194 4.6674 -0.25 0.13 1.29 0.22
H 3.6973 -0.1283 0.0552 0.16 -0.02 -0.07 0.23
H 2.0805 3.6084 0.8180 -0.69 0.47 -0.36 0.22
H -2.1445 -3.2974 -0.2896 -0.31 0.17 -0.19 0.25
H 5.3690 0.4931 1.8515 -1.41 -0.18 0.52 0.21
H -0.4562 -0.6113 -7.4658 0.35 -0.33 -0.10 0.21
H -2.6253 -3.1286 2.0962 -0.46 0.13 0.10 0.20


3.
43
Properties=species:S:1:pos:R:3:forces:R:3:nbo_charge:R:1 method="wB97M-V/def2-TZVPD" lumo_energy_ev=-0.2 orbital_gap_ev=7.788 smiles=CSCCCCO.O.O.O.O.O.O.O.O e_homo_ev=-8.03 total_charge=0
S 0.8169 -0.2433 -3.8230 -1.00 0.50 2.28 0.15
O -0.2695 -3.7138 1.5539 -1.31 -1.29 -0.77 -0.96
O 2.7457 1.4782 0.6797 -1.42 -1.87 -1.95 -0.98
O 1.4311 -0.5674 1.8857 1.49 0.01 1.19 -0.99
O 1.2730 2.2676 2.5726 2.45 -4.09 -0.13 -0.91
O -1.3554 2.5106 1.5387 -0.07 -1.45 2.54 -0.72
O -3.9888 0.4332 1.6840 -0.28 -0.83 -0.39 -0.94
O 0.4349 -3.7946 -1.6266 -2.58 -2.16 -5.47 -0.94
O 2.7477 -2.1975 -1.4559 -8.00 4.03 4.34 -0.94
O -1.6232 -0.6630 2.1672 2.00 -0.79 1.81 -0.98
C -0.1946 -1.6916 -3.2185 -2.03 4.51 1.15 -0.69
C -0.3820 1.8825 -1.9816 -2.01 0.20 -0.69 -0.46
C -1.0088 1.6391 -0.5729 -0.94 -1.13 -0.46 -0.42
C 0.6113 0.8197 -2.2385 5.10 -0.01 0.71 -0.51
C -0.7256 2.7656 0.3498 1.33 3.06 -1.29 -0.09
H 0.1302 -4.2951 -0.9571 -1.29 -2.42 3.77 0.47
H -4.3031 -0.3720 1.2207 0.01 0.96 0.05 0.47
H 0.6680 0.1527 -1.3095 0.12 0.42 -1.78 0.21
H 3.5473 -2.3879 -1.6843 7.78 -1.66 -2.11 0.46
H 0.1661 -2.5574 -3.5287 1.93 -3.63 -1.56 0.22
H -2.5007 -0.5756 1.8463 -1.46 0.55 -0.53 0.49
H 0.8702 3.0216 2.7847 -2.29 5.15 1.50 0.47
H 2.0086 1.0731 1.2030 1.49 0.74 -0.62 0.50
H -0.6369 0.6341 0.0115 -0.75 2.19 -1.74 0.20
H -1.2461 -3.6025 1.4571 1.49 0.39 0.40 0.48
H 3.3388 1.9334 1.2260 0.80 0.96 1.48 0.47
H 2.7668 -1.4189 -0.7740 0.20 -2.17 -2.07 0.49
H -1.1460 1.9298 -2.8052 0.35 -0.08 0.95 0.22
H 0.5977 -0.5158 2.4225 1.59 -0.17 -0.14 0.50
H 0.1885 2.8275 -2.0617 -0.93 -0.12 0.48 0.21
H 0.9964 -3.1817 -1.3466 4.05 3.85 2.09 0.48
H 2.3449 -0.4860 2.3952 -3.46 -0.24 -0.96 0.51
H -3.4133 0.9219 1.0753 -0.29 0.07 -0.02 0.49
H -2.1443 1.5578 -0.6759 1.32 -0.07 0.18 0.19
H -1.2255 -1.6003 -3.5876 0.23 0.09 0.11 0.20
H -1.1458 3.8114 0.0240 0.71 -2.00 0.13 0.18
H 0.1307 -2.9941 2.0194 -0.14 0.89 0.25 0.48
H 1.5941 1.5702 -2.0859 -1.54 -3.04 -0.85 0.23
H -1.7908 -0.9057 3.1033 0.26 0.25 -0.70 0.48
H 0.5244 1.7328 2.3453 -0.16 -0.60 -0.05 0.44
H -0.2289 -1.7353 -2.1186 0.13 0.39 -0.66 0.22
H 0.4164 2.9194 0.4706 -1.63 -0.27 -0.27 0.19
H -1.0205 1.6173 1.8154 -1.24 0.86 -0.17 0.45


4.
34
Properties=species:S:1:pos:R:3:forces:R:3:nbo_charge:R:1 method="wB97M-V/def2-TZVPD" lumo_energy_ev=0.7 orbital_gap_ev=9.928 e_above_lowest_kcal_mol=79.8 smiles=CC1(C)C(C)(C)C1(C#N)[Si](C)(C)C e_homo_ev=-9.25 total_charge=0
Si 1.8413 0.0955 -0.1480 -1.46 0.78 0.39 1.62
N -0.5685 3.1437 0.3534 0.32 -2.78 1.57 -0.37
C -0.4803 1.9919 0.6096 0.57 2.85 -2.70 0.27
C -1.4379 -0.2945 0.8753 1.34 0.53 -0.25 -0.06
C -0.3636 0.5776 0.2863 3.14 0.69 0.01 -0.42
C 2.8751 1.0038 1.1870 -0.61 -2.43 0.61 -1.12
C 2.4577 -1.7778 -0.1642 -1.97 0.99 2.85 -1.09
C -1.1176 -1.0170 -1.5969 2.93 -0.68 1.98 -0.60
C 2.1267 0.8186 -1.8747 0.33 0.47 -1.00 -1.17
C -0.8985 -1.5923 1.3140 -0.93 -1.92 0.81 -0.60
C -2.2896 0.4875 1.8148 -2.23 -1.10 -0.89 -0.61
C -1.4687 0.0571 -0.5788 -0.64 -0.73 -0.15 -0.04
C -2.6218 0.9228 -1.0081 -1.35 -0.28 2.00 -0.62
H -2.0130 -1.4867 -1.8327 -1.62 -0.76 -1.23 0.22
H -0.5625 -0.5335 -2.4282 -0.51 -0.72 0.23 0.22
H 1.5296 1.7096 -2.1899 -0.08 -0.89 0.49 0.26
H 2.0070 0.0057 -2.6301 -0.16 0.59 0.43 0.24
H -0.8904 -1.5541 2.4040 -0.22 -0.55 0.14 0.22
H -1.9097 0.4316 2.8078 0.19 0.27 0.79 0.22
H -1.4295 -2.5089 0.9283 0.14 0.87 0.66 0.21
H 2.9680 -2.0245 -1.0526 0.55 -0.34 -1.00 0.24
H 3.1530 1.2143 -2.0637 -0.34 -0.56 0.57 0.25
H 3.8844 0.7794 0.8496 0.38 0.56 -0.11 0.23
H -2.8308 0.8054 -2.0188 -0.70 -0.80 -1.88 0.22
H -3.5779 0.7555 -0.3615 1.61 0.18 -1.36 0.21
H 2.8141 0.3632 2.1306 -0.20 0.97 -0.94 0.24
H 2.6839 2.0391 1.4199 0.02 0.22 -0.15 0.26
H -2.3950 1.9535 -0.9801 0.32 1.33 0.56 0.23
H 3.1162 -1.8661 0.7523 -0.52 -0.06 -1.12 0.24
H -3.3361 0.1349 1.7695 0.27 -0.48 0.54 0.21
H -0.4900 -1.9189 -1.1098 -0.97 2.26 -1.20 0.21
H 0.1261 -1.7407 1.0628 0.60 0.06 -0.36 0.20
H -2.4630 1.4732 1.4404 0.46 0.87 0.27 0.24
H 1.5614 -2.4490 0.0325 1.33 0.57 -0.56 0.24


5.
50
Properties=species:S:1:pos:R:3:forces:R:3:nbo_charge:R:1 method="wB97M-V/def2-TZVPD" lumo_energy_ev=-5.1 orbital_gap_ev=5.928 e_homo_ev=-11.00 total_charge=+1
Pt -0.8391 -0.2696 -1.3879 1.27 -1.31 1.53 0.86
I -2.4327 1.3451 -2.7396 0.38 -1.12 0.29 -0.17
S -2.3813 -2.2081 -1.1411 1.75 1.44 -1.25 0.16
S 0.4333 3.0949 -1.6499 0.93 1.60 -0.06 1.27
S 0.7527 -1.1150 -3.0462 -2.24 0.57 0.46 0.11
O 0.7059 1.7178 -1.1254 -0.45 -1.71 0.20 -1.03
N -1.6664 0.0003 0.9471 -0.06 0.18 -1.17 -0.47
N 0.9038 -1.1125 0.0276 -1.17 0.12 -0.74 -0.47
C 0.8841 4.1774 -0.2365 -0.29 -0.41 -0.52 -0.80
C -3.3959 -0.7930 2.4988 -0.10 -0.02 0.05 -0.17
C 2.1862 -0.9750 -2.0776 0.36 0.26 0.82 -0.24
C -4.8997 -2.5727 1.9176 0.17 0.10 0.17 -0.18
C 0.7157 -2.5097 0.4270 -0.14 -0.57 0.18 -0.43
C 4.5734 -0.8923 -0.6607 -0.02 0.01 -0.10 -0.19
C -3.1770 -1.8808 0.3666 0.11 0.71 0.88 -0.23
C 3.4125 -0.8862 -2.7497 -0.53 0.08 0.14 -0.21
C -4.4602 -1.6177 2.8244 0.06 0.06 -0.03 -0.22
C -2.1424 1.3888 0.9454 -0.14 0.50 0.16 -0.42
C -2.7523 -0.8958 1.2732 -0.70 -0.87 -0.33 0.08
C 1.8847 3.4766 -2.6906 -0.52 -0.20 0.22 -0.80
C 0.8348 -0.1881 1.1637 -0.40 0.56 0.41 -0.24
C -0.5280 -0.1951 1.8619 0.83 -0.29 0.01 -0.24
C 4.5956 -0.8276 -2.0462 0.06 -0.17 0.29 -0.19
C 2.1607 -0.9977 -0.6742 0.78 0.09 -1.06 0.20
C -4.2578 -2.7083 0.7059 0.25 0.19 -0.32 -0.20
C 3.3661 -0.9821 0.0107 -0.10 -0.09 0.14 -0.25
H -4.9484 -1.5069 3.7800 -0.03 0.01 0.08 0.23
H 0.8996 5.2050 -0.5793 0.00 0.18 -0.09 0.25
H 1.8286 2.8528 -3.5791 -0.13 -0.05 -0.01 0.26
H -2.4116 1.7268 1.9503 0.03 -0.07 0.04 0.20
H -1.3642 2.0402 0.5537 0.06 0.00 0.01 0.20
H 1.8492 3.8834 0.1611 0.17 -0.11 -0.09 0.24
H 2.8001 3.2581 -2.1493 0.01 -0.02 0.18 0.24
H -0.6491 -1.1474 2.3836 -0.13 0.15 -0.07 0.23
H -4.5843 -3.4525 -0.0034 -0.07 -0.10 -0.10 0.23
H -3.0603 -0.0599 3.2160 0.02 0.14 0.10 0.21
H 5.5341 -0.7486 -2.5698 0.11 -0.01 -0.09 0.23
H 0.1223 4.0669 0.5293 -0.13 -0.05 -0.01 0.24
H 0.8009 -3.1569 -0.4445 -0.03 0.10 -0.03 0.24
H -3.0202 1.4762 0.3096 0.06 -0.04 -0.04 0.24
H 3.4110 -0.8616 -3.8269 0.01 0.06 -0.19 0.23
H 3.3771 -1.0592 1.0876 0.01 0.05 0.10 0.22
H 5.4915 -0.8847 -0.0965 0.12 0.06 0.05 0.23
H -0.5028 0.5918 2.6256 -0.10 -0.08 -0.07 0.22
H 1.8336 4.5222 -2.9746 -0.02 0.15 -0.03 0.24
H 1.4759 -2.8062 1.1573 0.02 0.09 -0.03 0.20
H 1.5803 -0.4417 1.9261 -0.03 -0.02 -0.09 0.21
H 1.0599 0.8034 0.7694 0.04 -0.10 0.11 0.25
H -0.2685 -2.6603 0.8636 -0.05 0.03 -0.05 0.22
H -5.7312 -3.2147 2.1657 -0.06 -0.05 -0.03 0.23